DFT (ωB97M-V/def2-TZVPD) results for a cluster of 8 separate species, C64H140F3N7O3S in total in a non-equilibrium geometry.

The geometry in XYZ format:
```
218
Properties=species:S:1:pos:R:3:forces:R:3:mulliken_charge:R:1
C -3.391 -1.509 3.330 -1.0 -1.4 -0.7 -0.651
C -4.187 -0.388 2.729 0.0 1.4 -1.2 -0.760
C -3.994 -0.234 1.172 -0.6 1.7 0.9 0.013
N -4.633 1.091 0.580 0.7 -0.4 0.1 0.328
C -4.414 0.930 -0.990 -1.4 2.2 -0.6 0.221
C -4.891 2.247 -1.750 1.5 0.8 1.2 -0.822
C -4.124 3.539 -1.146 -2.8 -0.6 -0.8 -0.524
C -4.340 3.669 0.386 1.4 -1.1 0.1 -0.787
C -3.864 2.367 1.079 0.8 -0.7 -0.7 -0.508
C -6.105 1.370 1.063 1.3 -0.1 -1.0 -1.000
H -2.325 -1.302 3.419 -0.2 0.1 0.2 0.183
H -3.518 -2.376 2.683 0.2 -0.4 0.0 -0.157
H -3.879 -1.778 4.267 0.5 0.0 0.3 0.543
H -3.882 0.427 3.385 -0.1 0.9 -0.8 0.375
H -5.273 -0.424 2.812 0.1 -0.7 0.6 0.461
H -4.559 -1.025 0.679 0.1 -0.1 0.0 0.428
H -2.966 -0.215 0.810 0.0 -0.1 0.1 -0.416
H -3.363 0.789 -1.242 0.2 0.0 0.8 -0.327
H -4.942 0.061 -1.384 -0.3 -0.1 0.6 0.506
H -4.668 2.281 -2.817 0.5 -0.8 0.0 0.162
H -5.965 2.424 -1.801 -0.1 -0.2 0.7 0.482
H -3.134 3.664 -1.584 0.5 -0.7 0.9 0.082
H -4.625 4.371 -1.641 -0.3 0.2 0.2 0.532
H -3.661 4.452 0.723 -0.1 0.1 0.3 0.271
H -5.333 3.901 0.769 -0.1 0.3 -0.7 0.397
H -2.803 2.235 0.869 0.1 -0.4 -0.7 -0.044
H -3.820 2.344 2.168 -1.0 0.2 0.0 0.684
H -6.472 2.049 0.293 -0.4 0.0 0.5 0.414
H -5.995 1.847 2.036 -0.2 0.0 -0.2 0.420
H -6.758 0.502 1.157 0.4 -0.2 -0.3 0.365
C 1.368 10.142 1.951 0.2 0.2 0.8 -1.517
C 0.432 9.009 2.460 -0.2 0.9 -0.6 -0.320
C 0.959 7.636 2.149 0.0 -0.1 -0.7 -0.818
N 0.228 6.415 2.787 1.9 -0.1 0.9 0.281
C 0.768 5.201 2.038 -2.0 -0.1 -0.3 -1.200
C 0.216 3.880 2.589 0.6 -0.8 0.7 1.282
C 0.736 3.696 4.025 0.0 1.5 0.7 -0.369
C 0.333 4.967 4.870 0.5 -0.5 -0.9 -0.962
C 0.836 6.278 4.228 -1.6 -0.8 0.5 -0.597
C -1.323 6.505 2.792 1.1 1.2 -0.1 -1.051
H 1.025 11.130 2.258 -0.7 -0.2 -0.1 0.412
H 1.461 10.193 0.866 0.1 -0.3 0.1 0.360
H 2.339 10.154 2.446 0.3 -0.6 -0.3 0.391
H -0.451 9.132 1.834 -0.5 0.0 0.5 0.316
H 0.176 9.154 3.510 0.1 0.0 0.0 0.359
H 2.032 7.543 2.320 -0.1 -0.3 0.8 0.464
H 0.938 7.533 1.064 -0.5 -0.4 -0.1 0.493
H 1.857 5.154 2.067 -0.1 0.4 0.3 0.420
H 0.470 5.396 1.008 0.0 -0.3 -0.1 0.533
H 0.586 3.091 1.934 0.2 0.0 0.0 -0.668
H -0.855 3.687 2.645 -0.2 0.8 -0.5 -0.192
H 1.825 3.637 4.008 0.2 0.0 0.0 0.330
H 0.390 2.828 4.585 -0.2 -0.2 -0.4 0.172
H 0.739 4.893 5.879 0.0 0.1 0.0 0.503
H -0.752 5.017 4.961 0.0 -0.1 0.2 0.332
H 1.926 6.287 4.224 -0.1 0.2 -0.7 0.422
H 0.477 7.097 4.851 0.1 0.2 -0.4 0.369
H -1.848 5.650 3.218 0.6 0.0 -0.1 0.404
H -1.680 6.743 1.790 0.3 -0.4 -0.2 0.410
H -1.565 7.403 3.359 0.1 -0.2 0.3 0.400
C -0.297 -4.253 1.808 -0.6 -0.1 -0.2 -0.517
C -1.605 -4.831 2.349 -0.1 -0.2 2.4 0.696
C -1.312 -5.670 3.665 -0.9 -0.2 -0.5 -1.129
N -2.529 -6.265 4.395 -1.3 -0.7 -0.5 0.041
C -2.063 -7.260 5.591 0.4 1.1 -1.2 -0.453
C -1.700 -6.481 6.852 -1.0 0.6 -1.1 -0.438
C -2.748 -5.414 7.141 0.1 0.5 1.1 -1.168
C -3.019 -4.355 6.020 0.8 -1.3 0.9 -0.005
C -3.542 -5.165 4.845 0.2 -0.3 1.3 -0.785
C -3.379 -7.126 3.441 1.5 0.8 -0.2 -1.113
H 0.225 -3.797 2.649 0.2 0.1 -0.2 0.103
H -0.537 -3.487 1.070 0.1 0.2 0.1 -0.311
H 0.347 -4.972 1.303 0.0 -0.2 0.2 0.479
H -2.212 -5.405 1.648 0.3 0.0 -0.1 0.271
H -2.202 -4.012 2.750 -0.2 0.2 -0.6 -0.301
H -0.893 -5.082 4.482 0.6 0.2 -0.5 0.373
H -0.646 -6.474 3.351 -0.1 -0.3 0.6 0.391
H -1.198 -7.782 5.182 0.0 0.0 -0.2 0.314
H -2.871 -7.991 5.614 -0.1 0.3 0.7 0.402
H -0.794 -5.886 6.730 0.5 -0.6 -0.2 0.262
H -1.611 -7.148 7.709 0.1 0.0 -0.2 0.415
H -2.337 -4.969 8.048 -0.4 0.6 0.0 0.432
H -3.674 -5.892 7.462 -0.3 0.1 -0.2 0.347
H -2.119 -3.785 5.791 0.3 -0.1 -0.2 -0.117
H -3.706 -3.597 6.396 -0.4 -0.3 -0.2 0.479
H -3.968 -4.559 4.045 0.6 -0.3 -0.5 0.545
H -4.379 -5.732 5.253 -0.1 -0.2 -0.2 0.577
H -2.679 -7.803 2.951 -0.2 -0.1 -0.1 0.401
H -3.750 -6.384 2.734 -0.4 -0.6 -0.1 0.441
H -4.170 -7.689 3.934 0.1 0.4 0.2 0.443
C -3.608 0.160 -4.843 1.0 0.0 0.5 -0.916
C -2.839 1.432 -5.244 -0.8 0.8 -0.6 -0.740
C -1.334 1.348 -5.004 1.0 0.8 0.1 0.237
N -0.494 2.703 -5.181 -0.8 0.9 1.9 0.174
C -0.695 3.504 -6.503 0.3 -1.5 -0.1 -0.681
C -0.236 2.647 -7.716 -0.8 0.3 0.5 -0.669
C 1.205 2.229 -7.521 0.9 -1.0 1.2 -1.031
C 1.539 1.526 -6.063 -0.4 2.2 -1.7 -0.389
C 1.012 2.436 -4.920 -1.2 -1.5 -1.1 -0.751
C -0.905 3.676 -3.990 0.7 0.5 -1.5 -1.177
H -3.710 -0.528 -5.682 0.1 0.0 0.1 0.528
H -4.592 0.311 -4.399 0.0 0.4 -0.3 0.442
H -3.007 -0.294 -4.055 -0.1 -0.5 0.1 -0.156
H -3.277 2.308 -4.766 0.2 0.0 0.5 0.435
H -3.108 1.637 -6.281 0.5 -0.1 -0.3 0.333
H -0.857 0.548 -5.569 -0.1 0.4 -0.5 0.394
H -1.060 1.091 -3.981 -0.4 0.1 0.3 -0.412
H -1.747 3.778 -6.577 0.1 0.0 0.2 0.468
H -0.072 4.388 -6.370 -0.1 0.0 -0.1 0.516
H -0.968 1.871 -7.937 0.2 -0.6 0.6 0.272
H -0.363 3.229 -8.629 0.4 0.5 0.1 0.547
H 1.594 1.527 -8.258 -0.4 0.0 -0.2 0.493
H 1.788 3.132 -7.703 0.4 0.0 0.5 0.325
H 1.136 0.515 -6.125 0.0 0.1 0.5 0.333
H 2.625 1.470 -5.982 -0.1 -0.1 -0.1 0.349
H 1.020 1.981 -3.930 0.2 -0.2 0.0 0.329
H 1.549 3.383 -4.870 -0.3 0.1 -0.3 0.524
H -0.478 3.462 -3.010 -0.4 -1.2 -0.2 0.227
H -1.971 3.901 -3.992 0.1 -0.5 0.0 0.560
H -0.397 4.619 -4.195 -0.1 0.1 -0.5 0.600
C 7.511 4.326 -4.304 -0.2 0.1 0.4 -1.392
C 6.178 3.746 -3.908 -0.2 -0.6 -0.3 -0.475
C 6.460 2.244 -3.666 -0.2 0.7 0.7 -0.906
N 5.411 1.459 -2.861 -2.3 -1.6 -0.1 0.531
C 6.004 0.268 -2.070 1.2 0.2 -1.2 -0.530
C 6.611 -0.740 -3.108 0.3 0.5 0.1 -0.673
C 5.556 -1.314 -4.025 0.0 0.2 -0.7 -0.678
C 4.858 -0.248 -4.851 0.1 0.8 1.6 -0.836
C 4.323 0.795 -3.776 0.7 0.2 -2.3 -0.892
C 4.607 2.347 -1.887 0.8 -0.5 -1.1 -1.534
H 7.905 3.833 -5.193 0.2 0.4 0.0 0.357
H 8.137 4.147 -3.430 0.6 0.3 -0.3 0.366
H 7.328 5.396 -4.401 0.7 0.0 -0.5 0.415
H 5.467 3.934 -4.712 -0.3 -0.3 0.0 0.292
H 5.879 4.370 -3.066 -0.3 -0.7 0.4 0.356
H 7.404 2.167 -3.125 -0.2 0.0 0.5 0.568
H 6.718 1.755 -4.605 -0.7 -0.1 0.0 0.423
H 6.772 0.712 -1.437 0.0 -0.2 0.1 0.504
H 5.218 -0.157 -1.445 -0.1 0.0 -0.2 0.300
H 7.373 -0.220 -3.688 -0.1 0.3 -0.2 0.305
H 7.229 -1.556 -2.731 -0.4 0.1 0.9 0.468
H 5.988 -1.984 -4.769 0.1 -0.5 0.5 0.487
H 4.782 -1.781 -3.417 0.1 -0.6 -0.1 0.192
H 5.508 0.137 -5.636 0.0 0.4 0.2 0.484
H 4.028 -0.740 -5.358 -0.3 0.4 0.1 0.423
H 3.835 1.626 -4.286 0.0 0.1 0.2 0.334
H 3.573 0.209 -3.245 0.2 0.5 0.8 0.541
H 5.352 2.771 -1.214 -0.4 0.0 0.3 0.478
H 3.822 1.734 -1.444 0.5 -0.1 0.3 0.593
H 4.083 3.121 -2.448 0.4 0.0 -0.1 0.397
C -1.191 -6.037 -5.746 0.1 -0.5 -1.5 -1.460
C -1.079 -5.089 -4.633 -1.3 1.3 1.8 -0.138
C -2.245 -5.268 -3.611 0.1 1.2 -0.1 -0.576
N -2.512 -4.097 -2.573 1.8 0.6 1.6 0.821
C -3.064 -2.795 -3.157 -1.5 -0.6 -1.5 -0.191
C -4.523 -2.956 -3.765 0.9 0.1 1.8 -0.950
C -5.444 -3.516 -2.630 0.2 0.7 -1.1 -0.763
C -4.895 -4.755 -1.977 0.1 -0.3 -1.3 -0.943
C -3.420 -4.658 -1.483 -1.6 0.0 -0.1 -0.164
C -1.190 -3.618 -1.851 -0.5 -2.1 -0.9 -0.523
H -1.297 -7.082 -5.456 -0.2 0.1 -0.2 0.369
H -0.250 -5.919 -6.284 -0.1 -0.4 -0.3 0.409
H -1.962 -5.647 -6.410 -0.2 -0.8 -0.2 0.350
H -1.302 -4.125 -5.091 0.8 0.5 0.2 0.069
H -0.064 -5.180 -4.247 -0.2 0.5 0.7 0.380
H -2.158 -6.197 -3.047 -0.1 0.2 0.2 0.557
H -3.207 -5.229 -4.121 0.3 -0.6 -0.4 0.251
H -2.337 -2.467 -3.901 0.0 -0.2 0.0 0.858
H -3.098 -2.012 -2.399 0.2 -0.4 0.4 -0.418
H -4.539 -3.548 -4.680 0.0 -0.3 0.2 0.457
H -4.925 -1.989 -4.069 0.3 0.1 0.1 0.265
H -6.362 -3.784 -3.154 -0.3 0.0 0.4 0.517
H -5.703 -2.803 -1.846 0.1 0.6 -0.3 0.187
H -5.003 -5.437 -2.820 0.6 -0.8 0.3 0.331
H -5.670 -5.082 -1.284 0.7 -0.2 0.6 0.459
H -3.097 -5.640 -1.138 0.4 0.0 -0.5 0.502
H -3.355 -4.044 -0.585 0.1 0.6 -0.2 0.024
H -1.393 -2.859 -1.095 -0.1 -0.1 -0.4 -0.529
H -0.435 -3.349 -2.589 -0.5 0.6 -0.1 0.371
H -0.773 -4.537 -1.441 -0.1 0.0 0.5 0.635
C 0.098 -0.565 4.840 0.5 -0.1 -0.6 -0.594
C 1.632 -0.507 4.944 0.0 -0.3 -0.8 -0.066
C 2.325 -1.656 4.114 0.4 -0.7 1.0 -0.650
N 3.838 -1.503 3.857 1.1 1.4 0.5 0.605
C 4.491 -1.017 5.157 2.2 -0.4 0.7 -0.699
C 6.095 -1.000 5.142 -1.4 -0.3 0.3 -0.831
C 6.706 -2.294 4.660 0.5 -0.6 0.0 -0.817
C 6.110 -2.769 3.346 -0.6 1.4 -0.8 -0.700
C 4.559 -2.864 3.431 0.1 0.6 -0.4 -0.663
C 4.042 -0.419 2.804 0.5 -0.7 -0.1 -1.214
H -0.227 -1.606 4.826 -0.3 0.0 -0.2 0.097
H -0.123 -0.030 3.916 -0.6 -0.5 -0.1 -0.218
H -0.437 -0.054 5.641 0.4 0.0 0.1 0.504
H 1.879 -0.534 6.006 0.6 0.0 -0.3 0.468
H 1.915 0.433 4.470 0.3 0.2 0.5 0.038
H 1.863 -1.934 3.167 -0.1 0.6 -0.2 0.054
H 2.266 -2.573 4.699 0.0 -0.1 0.2 0.489
H 4.128 -1.703 5.922 0.2 -0.1 0.0 0.539
H 4.258 -0.007 5.494 -0.9 0.0 -0.7 0.341
H 6.454 -0.821 6.156 -0.5 -0.2 0.3 0.467
H 6.479 -0.101 4.662 -0.2 -0.2 -0.7 0.367
H 6.584 -3.120 5.360 -0.5 0.1 0.4 0.314
H 7.789 -2.179 4.700 0.1 0.0 -0.7 0.440
H 6.578 -3.630 2.868 -0.4 -0.7 0.8 0.498
H 6.299 -2.086 2.518 0.2 0.7 0.1 0.260
H 4.257 -3.656 4.116 -0.3 0.3 0.2 0.407
H 4.161 -3.040 2.431 -0.2 -0.3 0.1 0.415
H 3.700 -0.824 1.852 -0.4 0.3 0.1 0.363
H 5.089 -0.160 2.647 0.1 -0.4 0.4 0.520
H 3.576 0.514 3.122 -0.4 -0.4 -0.1 0.294
C 0.779 0.232 0.492 -1.1 -1.4 -1.9 0.005
F 1.915 0.934 0.400 -0.5 -0.1 0.2 -0.100
F 1.066 -1.045 0.783 0.8 -0.3 0.0 -0.226
F 0.030 0.642 1.494 -0.2 1.0 0.6 -0.065
S -0.277 0.197 -1.141 1.8 1.1 -1.9 0.719
O -1.400 -0.665 -0.915 -0.8 -0.8 1.2 -0.579
O -0.663 1.599 -1.257 0.4 -0.2 0.1 -0.294
O 0.598 -0.319 -2.217 -0.5 0.9 1.7 -0.607
```
Forces are in eV/Å.

charge	+6
DFT total energy	-3827.0199	Eh
highest occupied orbital energy	-0.777	hartree
relative energy (zero: lowest compared OMol25 entry of this formula, charge and spin)	663.2	kJ/mol
maximum force	2.98	eV/A